{"formula": "C25H66O27P2S8", "method": "ωB97M-V/def2-TZVPD", "elements": ["O", "P", "O", "O", "P", "C", "C", "C", "S", "O", "O", "O", "C", "H", "H", "H", "H", "H", "H", "H", "H", "H", "H", "C", "C", "O", "S", "C", "O", "O", "H", "H", "H", "H", "H", "H", "H", "H", "C", "C", "O", "S", "C", "O", "O", "H", "H", "H", "H", "H", "H", "H", "H", "C", "C", "O", "S", "C", "O", "O", "H", "H", "H", "H", "H", "H", "H", "H", "C", "C", "O", "S", "C", "O", "O", "H", "H", "H", "H", "H", "H", "H", "H", "C", "C", "O", "S", "C", "O", "O", "H", "H", "H", "H", "H", "H", "H", "H", "C", "C", "O", "S", "C", "O", "O", "H", "H", "H", "H", "H", "H", "H", "H", "C", "C", "O", "S", "C", "O", "O", "H", "H", "H", "H", "H", "H", "H", "H"], "coordinates": [[-0.34886, 1.05312, -3.96106], [-0.40594, 0.49951, -5.31760], [-1.79424, 0.71457, -6.09434], [-0.25707, -1.08178, -5.32061], [1.15837, 1.27477, -6.62321], [2.08134, 2.27861, -5.35316], [3.56656, 2.34592, -5.71391], [3.86409, 3.19423, -6.97280], [2.78120, 4.59474, -7.12133], [1.71474, 4.33651, -8.04054], [3.57737, 5.75902, -7.35322], [2.24612, 4.75947, -5.64337], [1.49069, 3.67164, -5.06950], [-1.90777, 1.65147, -6.30950], [-0.31172, -1.44679, -6.21608], [0.40696, 2.23114, -7.33018], [1.98956, 1.71876, -4.42188], [3.92114, 1.33406, -5.90835], [4.13941, 2.75896, -4.88317], [4.84764, 3.64617, -6.86164], [3.84529, 2.61528, -7.89293], [1.51672, 3.86014, -3.99781], [0.44980, 3.73047, -5.38333], [3.53583, 7.56969, -4.01705], [4.76203, 6.77705, -3.62951], [4.98839, 6.73503, -2.19658], [4.03637, 5.74434, -1.40614], [4.89165, 5.74054, 0.12970], [4.12585, 4.44885, -2.01319], [2.75249, 6.35285, -1.22332], [2.62986, 7.11056, -3.62490], [3.45742, 7.59428, -5.10431], [3.58424, 8.59048, -3.63745], [4.69886, 5.74817, -3.98694], [5.66113, 7.21922, -4.05260], [5.87506, 5.30139, -0.01053], [4.30133, 5.13897, 0.81959], [4.96931, 6.76253, 0.49343], [2.31568, 7.37306, 6.68088], [1.58051, 6.37279, 5.81466], [1.47376, 6.80028, 4.43111], [2.76747, 6.72455, 3.52495], [1.96569, 6.95424, 1.98015], [3.31409, 5.39904, 3.59417], [3.61247, 7.84861, 3.79002], [3.36357, 7.45759, 6.39699], [2.26693, 7.05150, 7.72155], [1.86608, 8.36242, 6.59482], [2.03919, 5.38489, 5.84488], [0.54847, 6.26348, 6.13873], [1.31199, 6.10712, 1.79109], [2.74159, 7.00872, 1.22274], [1.40429, 7.88390, 2.00676], [0.42434, -3.07676, -1.67540], [1.71157, -3.71561, -1.20274], [1.84580, -5.09134, -1.63065], [2.20514, -5.36175, -3.15247], [2.57988, -7.06816, -2.99338], [3.38110, -4.61518, -3.48810], [1.03080, -5.21500, -3.95965], [0.40300, -2.97693, -2.75963], [0.32313, -2.08162, -1.24095], [-0.43493, -3.67889, -1.37960], [2.58713, -3.15451, -1.53292], [1.74089, -3.76637, -0.11630], [3.45678, -7.18546, -2.36318], [2.77605, -7.44095, -3.99658], [1.71852, -7.57436, -2.56561], [-2.22278, 2.18073, 4.43793], [-1.36932, 1.15688, 3.72003], [-0.09345, 1.68926, 3.28870], [1.02883, 1.92551, 4.38667], [2.36953, 2.17483, 3.28002], [1.21493, 0.71363, 5.12584], [0.76344, 3.14456, 5.08988], [-1.77850, 2.48022, 5.38589], [-3.20616, 1.75436, 4.63780], [-2.34361, 3.07513, 3.82674], [-1.19356, 0.27319, 4.33483], [-1.84875, 0.83307, 2.79851], [2.54853, 1.25565, 2.72944], [3.23364, 2.44005, 3.88525], [2.12006, 2.99681, 2.61522], [-1.13614, -10.84916, 1.38980], [-0.82551, -11.41211, 0.01942], [-1.53515, -10.73209, -1.04474], [-1.03004, -9.28762, -1.46202], [-1.94238, -9.14151, -2.95626], [0.37307, -9.36211, -1.75031], [-1.50072, -8.31822, -0.52323], [-0.76809, -9.83037, 1.49774], [-0.66117, -11.46879, 2.15086], [-2.21185, -10.83701, 1.56444], [0.24333, -11.38675, -0.19647], [-1.15769, -12.44512, -0.05713], [-1.59486, -9.89418, -3.65811], [-1.75107, -8.14051, -3.33880], [-2.99812, -9.26530, -2.73138], [-4.92396, -2.51040, 0.82377], [-3.42170, -2.33595, 0.82897], [-2.94218, -1.49712, -0.24919], [-3.16972, 0.07212, -0.13676], [-2.10524, 0.54025, -1.45232], [-2.63990, 0.52409, 1.11633], [-4.52279, 0.38775, -0.48025], [-5.43514, -1.57387, 1.03960], [-5.20777, -3.23207, 1.58984], [-5.27377, -2.86261, -0.14713], [-3.06984, -1.93429, 1.78021], [-2.92352, -3.29001, 0.66493], [-1.08542, 0.27213, -1.19484], [-2.19369, 1.61716, -1.57240], [-2.42147, 0.03827, -2.36120], [-7.27366, -1.17514, 6.68998], [-5.91568, -1.77876, 6.97793], [-5.81210, -3.16284, 6.56105], [-5.67632, -3.45190, 5.00692], [-5.22641, -5.14766, 5.12836], [-4.57687, -2.69330, 4.49072], [-6.95874, -3.35319, 4.38222], [-7.45848, -1.09508, 5.62026], [-7.32336, -0.17559, 7.12264], [-8.06525, -1.78728, 7.12188], [-5.11165, -1.20858, 6.51076], [-5.72622, -1.80879, 8.04874], [-4.26279, -5.22322, 5.62394], [-5.16553, -5.52616, 4.11019], [-5.99945, -5.67418, 5.68128]], "forces_ev_per_angstrom": [[0.03, 0.00, 0.16], [-0.12, 0.34, 0.23], [0.20, 0.00, -0.16], [-0.17, 0.07, -0.27], [0.44, -0.52, -0.35], [-0.02, 0.33, -0.14], [-0.01, 0.13, -0.37], [0.17, -0.19, 0.64], [0.42, 0.92, -0.71], [-0.29, -0.54, 0.37], [0.05, -0.03, 0.24], [0.06, -0.25, -0.04], [-0.25, -0.31, 0.46], [-0.21, -0.11, 0.01], [0.03, -0.18, 0.16], [-0.14, 0.15, 0.25], [-0.07, -0.09, -0.07], [0.12, 0.01, 0.13], [-0.12, -0.03, 0.11], [0.05, -0.04, -0.17], [-0.25, 0.10, -0.08], [0.11, 0.13, -0.03], [0.05, 0.15, -0.15], [-0.18, 0.02, 0.08], [0.00, -0.05, -0.56], [-0.14, 0.00, 0.14], [0.40, 0.15, 0.19], [0.05, -0.01, 0.02], [-0.23, -0.13, -0.07], [-0.10, -0.13, 0.03], [0.01, 0.00, -0.04], [0.06, 0.00, -0.01], [0.07, 0.00, -0.01], [-0.01, 0.02, -0.02], [0.07, 0.03, 0.20], [0.00, 0.00, -0.03], [0.01, -0.01, 0.00], [0.02, 0.00, -0.01], [0.08, 0.09, -0.14], [0.03, -0.17, 0.35], [0.09, 0.06, -0.02], [-0.52, 0.11, -0.02], [-0.03, -0.03, -0.03], [0.19, -0.04, -0.03], [0.19, -0.07, -0.01], [0.00, -0.03, 0.01], [-0.04, -0.02, 0.00], [-0.03, -0.01, 0.04], [0.00, 0.01, -0.10], [-0.03, 0.01, -0.12], [0.00, 0.00, 0.00], [-0.06, 0.03, -0.04], [0.02, 0.01, 0.03], [-0.08, -0.08, -0.19], [0.02, 0.36, 0.13], [-0.06, -0.08, -0.04], [0.01, -0.11, 0.21], [0.01, -0.07, 0.01], [-0.01, 0.08, -0.08], [-0.01, 0.03, -0.09], [0.01, 0.03, 0.00], [0.03, -0.02, 0.07], [0.00, 0.03, 0.05], [0.01, -0.07, -0.08], [0.01, -0.13, -0.01], [0.00, 0.03, 0.01], [0.01, 0.04, -0.01], [0.01, -0.04, 0.02], [0.20, 0.10, 0.09], [-0.49, -0.32, 0.05], [0.34, 0.21, 0.09], [-0.29, -0.08, -0.48], [0.10, 0.01, -0.02], [0.05, -0.01, 0.17], [0.06, 0.07, 0.16], [-0.01, 0.00, 0.03], [-0.01, -0.03, -0.07], [-0.05, -0.02, -0.04], [0.12, 0.05, 0.09], [0.28, 0.17, 0.35], [-0.04, -0.01, 0.02], [-0.02, 0.03, 0.01], [0.01, 0.02, 0.03], [-0.05, 0.15, -0.05], [0.20, -0.19, 0.24], [-0.09, 0.08, -0.03], [-0.15, -0.14, -0.07], [-0.01, 0.00, -0.05], [0.09, 0.07, 0.04], [0.05, 0.06, 0.03], [0.02, -0.01, -0.01], [-0.01, -0.04, -0.02], [0.00, -0.04, 0.01], [-0.02, 0.08, -0.05], [-0.06, 0.03, -0.09], [0.00, -0.01, 0.01], [0.02, 0.00, 0.02], [0.00, 0.01, 0.01], [-0.10, 0.16, -0.09], [-0.09, -0.25, 0.33], [-0.01, 0.14, -0.06], [-0.02, -0.35, -0.54], [0.05, 0.03, 0.04], [-0.22, 0.02, -0.18], [0.03, 0.08, 0.13], [0.01, 0.00, 0.04], [0.04, -0.01, 0.01], [0.05, -0.05, 0.01], [0.00, 0.08, -0.03], [0.06, 0.06, -0.08], [0.01, 0.00, -0.03], [-0.01, 0.01, 0.02], [-0.01, -0.01, 0.01], [-0.05, -0.11, -0.12], [0.02, 0.35, 0.12], [-0.07, -0.09, -0.06], [0.03, -0.17, 0.23], [0.03, -0.03, 0.03], [0.00, 0.10, -0.13], [0.00, 0.05, -0.11], [0.02, 0.01, 0.00], [0.03, -0.01, 0.04], [0.01, 0.02, 0.04], [0.01, -0.07, -0.06], [0.02, -0.11, -0.01], [0.00, 0.01, 0.01], [0.00, 0.02, -0.01], [-0.01, 0.01, -0.01]], "lowdin_charge": [-0.30, 0.24, -0.16, -0.16, 0.90, -0.53, -0.23, -0.21, 0.59, -0.28, -0.27, -0.23, -0.19, 0.08, 0.08, -0.07, 0.10, 0.11, 0.12, 0.10, 0.11, 0.13, 0.11, -0.07, -0.24, -0.25, 0.57, -0.12, -0.28, -0.28, 0.07, 0.08, 0.09, 0.10, 0.13, 0.08, 0.07, 0.08, -0.07, -0.24, -0.26, 0.56, -0.11, -0.29, -0.27, 0.07, 0.08, 0.08, 0.10, 0.12, 0.08, 0.03, 0.08, -0.06, -0.24, -0.26, 0.56, -0.12, -0.28, -0.28, 0.07, 0.08, 0.08, 0.11, 0.12, 0.08, 0.08, 0.04, -0.06, -0.25, -0.26, 0.57, -0.12, -0.28, -0.28, 0.07, 0.08, 0.09, 0.12, 0.07, 0.07, 0.08, 0.06, -0.07, -0.24, -0.26, 0.57, -0.11, -0.28, -0.27, 0.07, 0.08, 0.09, 0.11, 0.12, 0.08, 0.08, 0.08, -0.07, -0.24, -0.27, 0.59, -0.13, -0.29, -0.27, 0.08, 0.07, 0.09, 0.11, 0.12, 0.07, 0.08, 0.07, -0.07, -0.24, -0.26, 0.55, -0.12, -0.28, -0.27, 0.07, 0.08, 0.09, 0.11, 0.12, 0.08, 0.08, 0.08], "smiles": "O=P(O)(O)P[C@H]1CCS(=O)(=O)OC1.CCOS(C)(=O)=O.CCOS(C)(=O)=O.CCOS(C)(=O)=O.CCOS(C)(=O)=O.CCOS(C)(=O)=O.CCOS(C)(=O)=O.CCOS(C)(=O)=O", "molar_mass_g_mol": 1117.26, "e_homo_ev": -9.824, "lumo_ev": 0.181}